Entry 1:
{
  "formula": "C5H15OPSi",
  "method": "ωB97M-V/def2-TZVPD",
  "homo_energy_ev": -8.61,
  "de_lowest_kj_mol": 139.75,
  "elements": ["C", "Si", "C", "C", "P", "C", "C", "O", "H", "H", "H", "H", "H", "H", "H", "H", "H", "H", "H", "H", "H", "H", "H"],
  "positions_angstrom": [[0.4085, 1.6565, -1.8877], [0.5825, 0.2089, -0.7421], [2.3267, -0.2134, -0.1745], [-0.0092, -1.3304, -1.5884], [-0.6566, 0.4802, 1.1034], [-2.4778, 0.2851, 0.8259], [-0.1171, -0.7417, 2.3957], [-0.3082, 2.0375, 1.6917], [-0.5952, 1.6583, -2.4158], [0.2034, 2.6048, -1.2626], [1.2471, 1.7390, -2.6122], [2.8237, 0.5708, 0.1797], [2.2747, -0.9323, 0.6211], [2.9170, -0.6292, -0.9503], [-0.9438, -1.2892, -2.2691], [0.7685, -1.8278, -2.2565], [-0.3098, -2.1797, -1.0022], [-2.6582, 0.8712, -0.0577], [-2.5887, -0.8449, 0.5285], [-2.7937, 0.6058, 1.7269], [0.8768, -0.5930, 2.4450], [-0.5622, -0.4421, 3.4422], [-0.4085, -1.6945, 2.2588]],
  "forces_ev_per_angstrom": [[-1.7, 1.8, 0.4], [0.4, -0.8, -0.4], [-2.6, -2.0, -0.9], [-1.0, -1.6, -2.7], [1.0, 5.5, 3.0], [3.4, -3.6, -3.5], [-3.7, 3.9, 1.8], [-1.3, -5.5, -2.2], [1.2, -0.6, 0.1], [1.2, -1.2, -0.8], [-0.6, 0.2, 0.5], [2.0, 3.5, 1.6], [-0.1, -0.6, 0.4], [0.4, -0.5, -1.0], [1.4, 0.6, 0.9], [-0.6, 1.0, 0.6], [0.1, -0.3, 1.1], [-0.6, 0.5, 0.0], [-0.3, 2.1, 0.9], [-2.1, 0.9, 2.7], [3.5, 0.1, 0.3], [0.7, -0.2, -2.1], [-0.7, -3.4, -0.9]]
}

***

Entry 2:
{
  "formula": "C4H5N3OS",
  "method": "ωB97M-V/def2-TZVPD",
  "homo_energy_ev": -8.45,
  "de_lowest_kj_mol": 332.23,
  "elements": ["N", "C", "S", "C", "N", "C", "C", "N", "O", "H", "H", "H", "H", "H"],
  "positions_angstrom": [[0.7599, 1.2744, 1.9172], [1.4655, 0.9583, 0.8295], [2.9946, 1.3254, 0.5009], [0.4994, 0.0444, -0.2810], [0.8866, -0.0790, -1.5206], [-0.1147, -0.7121, -2.1719], [-1.1440, -0.9672, -1.3101], [-0.7345, -0.4725, -0.1036], [-1.4693, -0.5067, 1.0733], [-0.1981, 0.9866, 2.0321], [1.2000, 1.8182, 2.6424], [-0.0287, -0.9226, -3.2174], [-2.0932, -1.4465, -1.4363], [-2.0236, -1.3009, 1.0455]],
  "forces_ev_per_angstrom": [[-0.1, 0.1, 0.2], [-2.6, -2.2, -2.0], [0.3, 0.1, -0.1], [2.8, 2.5, 2.4], [0.3, 0.2, 0.3], [-0.3, -0.1, 0.2], [-0.3, -0.2, -0.3], [-0.3, -0.4, -0.1], [0.2, 0.3, -0.1], [0.1, 0.0, 0.0], [0.0, 0.0, -0.1], [-0.2, -0.2, -0.2], [-0.2, -0.1, 0.0], [0.3, 0.0, -0.1]]
}

***

Entry 3:
{
  "formula": "HNa5O",
  "method": "ωB97M-V/def2-TZVPD",
  "homo_energy_ev": -28.78,
  "total_charge": 4,
  "elements": ["Na", "Na", "Na", "Na", "Na", "O", "H"],
  "positions_angstrom": [[-11.8515, -6.7620, -7.1782], [-11.3575, -3.9975, -8.5254], [-8.7876, -4.9909, -6.7478], [-10.3699, -2.2052, -6.1079], [-10.8907, -5.1776, -3.7389], [-11.2617, -4.5824, -6.2410], [-12.0172, -4.4484, -5.6525]],
  "forces_ev_per_angstrom": [[-0.8, -1.2, 0.1], [-1.0, 0.5, -1.2], [1.2, -0.5, 0.1], [-0.3, 1.4, 0.6], [-0.1, -0.3, 1.3], [1.4, -0.1, -0.2], [-0.4, 0.2, -0.6]]
}

***

Entry 4:
{
  "formula": "C24H19F9MgO14",
  "method": "ωB97M-V/def2-TZVPD",
  "homo_energy_ev": -1.57,
  "total_charge": -2,
  "de_lowest_kj_mol": 0.00,
  "elements": ["Mg", "C", "C", "C", "O", "C", "C", "C", "O", "O", "O", "H", "H", "C", "C", "C", "O", "C", "C", "C", "O", "O", "O", "H", "H", "C", "C", "O", "C", "O", "C", "F", "F", "F", "H", "H", "H", "H", "H", "C", "C", "O", "C", "O", "C", "F", "F", "F", "H", "H", "H", "H", "H", "C", "C", "O", "C", "O", "C", "F", "F", "F", "H", "H", "H", "H", "H"],
  "positions_angstrom": [[-0.5519, -0.2290, 0.4342], [-3.3140, -2.7721, 2.3936], [-3.4951, -3.0811, 3.7855], [-2.5544, -2.3683, 4.8532], [-2.7665, -2.6745, 6.0172], [-1.5561, -1.4920, 4.3523], [-1.4245, -1.2151, 3.0014], [-2.3268, -1.9013, 1.9874], [-2.0685, -1.6948, 0.7368], [-0.5708, -0.3583, 2.5897], [-4.2466, -3.9546, 4.2006], [-3.9647, -3.2175, 1.6540], [-0.8752, -1.0305, 5.0612], [-0.6384, -0.8039, -5.1555], [0.1413, 0.2217, -5.7362], [0.5589, 1.4250, -4.7930], [0.7382, 2.5114, -5.3371], [0.3334, 1.2256, -3.3924], [-0.4984, 0.2566, -2.8620], [-1.0284, -0.8285, -3.8018], [-1.8950, -1.6053, -3.3544], [-0.6131, 0.1314, -1.5990], [0.3225, 0.3655, -6.9433], [-0.9382, -1.5962, -5.8286], [0.6359, 2.0412, -2.7337], [2.9891, -2.5739, 2.7684], [1.8171, -3.3543, 2.2370], [1.9790, -3.5848, 0.8167], [1.4204, -2.7201, 0.0251], [0.7105, -1.8272, 0.3808], [1.8063, -2.8753, -1.4574], [2.6386, -1.8883, -1.7988], [2.4227, -4.0482, -1.6820], [0.7214, -2.8337, -2.2038], [3.0115, -1.5536, 2.3902], [3.9570, -3.0347, 2.5521], [2.9573, -2.5478, 3.8604], [0.8677, -2.8793, 2.4867], [1.7734, -4.3473, 2.6825], [3.7774, 2.5158, -1.9002], [3.2974, 1.3095, -1.1041], [3.2294, 1.6594, 0.2997], [2.1698, 1.3685, 1.0073], [1.1475, 0.8739, 0.6149], [2.3794, 1.7582, 2.4900], [3.1981, 2.8284, 2.5886], [1.2159, 2.1175, 3.0148], [2.8822, 0.7511, 3.1878], [3.4813, 3.4548, -1.4268], [3.2888, 2.5580, -2.8742], [4.8501, 2.5028, -2.0848], [4.0495, 0.5267, -1.1919], [2.3721, 0.9301, -1.5359], [-2.7824, 2.6936, -2.3609], [-1.8883, 3.2486, -1.2807], [-2.6085, 3.3438, -0.0088], [-2.5057, 2.3202, 0.7866], [-1.7800, 1.3837, 0.6333], [-3.4358, 2.4506, 2.0116], [-4.6263, 1.9068, 1.7307], [-2.9045, 1.8535, 3.0586], [-3.6395, 3.7452, 2.3234], [-2.2878, 2.6094, -3.3275], [-3.7135, 3.2471, -2.4570], [-2.9884, 1.6435, -2.1120], [-1.7460, 4.3168, -1.4877], [-0.9077, 2.7958, -1.1829]],
  "forces_ev_per_angstrom": [[-1.5, -1.0, -0.4], [0.1, 0.6, 0.7], [0.6, -0.2, -0.2], [-0.8, -0.7, -0.7], [0.4, 0.3, 0.5], [0.1, -0.1, 0.0], [0.0, 0.4, 1.1], [0.0, -0.5, -1.4], [0.6, 1.0, 0.9], [0.2, -0.2, -1.3], [-0.3, 0.1, 0.0], [0.1, -0.1, 0.0], [-0.1, 0.1, -0.1], [1.0, 0.2, 0.1], [-0.6, 0.4, 0.6], [-2.0, -0.4, -0.8], [1.0, 0.1, 0.4], [0.1, 0.8, 0.2], [2.3, -0.6, 0.1], [-1.7, -0.3, -0.3], [0.5, 0.0, 0.2], [-0.7, -0.1, 0.8], [0.6, -0.1, -0.6], [-0.3, -0.1, 0.1], [0.1, 0.0, 0.0], [0.5, 0.1, 0.3], [-0.1, -0.4, 0.8], [0.3, -0.5, 0.1], [0.0, 0.3, -0.2], [0.1, 0.3, -0.1], [-0.6, -0.7, -0.2], [0.1, 0.1, 0.0], [0.2, 0.1, 0.0], [0.2, 0.2, 0.0], [-0.1, 0.0, 0.0], [-0.2, -0.1, -0.3], [-0.3, 0.2, -0.1], [0.0, 0.2, -0.4], [0.1, -0.1, -0.2], [-0.3, 0.4, -0.2], [0.5, 0.0, -1.2], [0.0, -0.1, 0.3], [0.0, -0.1, -0.3], [0.7, 0.4, 0.1], [-0.6, 0.9, -0.2], [0.1, -0.4, 0.1], [0.0, -0.1, 0.1], [0.3, -0.1, 0.1], [0.2, -0.1, 0.2], [-0.1, -0.3, -0.1], [0.0, 0.1, 0.3], [-0.1, -0.2, 0.3], [-0.3, 0.1, 0.6], [0.1, -1.5, 0.4], [-0.2, 2.0, -0.9], [-0.1, -0.2, -0.2], [0.1, 0.2, 0.0], [-0.1, -0.1, 0.2], [0.0, 0.2, -0.1], [0.1, 0.0, 0.1], [-0.1, -0.1, 0.1], [0.0, -0.1, 0.0], [0.3, 0.4, 0.1], [0.0, 0.1, 0.1], [-0.3, 0.1, 0.0], [0.3, -0.2, 0.0], [-0.2, -0.5, 0.2]]
}

***

Entry 5:
{
  "formula": "C28H52MgN2O2Si2",
  "method": "ωB97M-V/def2-TZVPD",
  "homo_energy_ev": -7.50,
  "elements": ["O", "O", "C", "C", "H", "H", "H", "H", "H", "C", "C", "H", "H", "H", "H", "H", "C", "C", "C", "H", "H", "H", "H", "H", "C", "H", "H", "H", "H", "H", "H", "Mg", "C", "Si", "H", "H", "C", "C", "C", "C", "Si", "H", "H", "C", "C", "C", "H", "H", "H", "H", "H", "H", "H", "H", "H", "H", "H", "H", "H", "H", "H", "H", "H", "H", "C", "C", "C", "C", "C", "C", "N", "N", "C", "C", "C", "C", "C", "C", "H", "H", "H", "H", "H", "H", "H", "H", "H"],
  "positions_angstrom": [[3.6115, -0.5408, -0.1103], [3.7097, 2.7737, -5.5639], [4.1244, 0.7921, 0.4068], [5.1689, 0.4344, 1.4317], [3.2842, 1.3634, 0.8374], [4.5276, 1.3241, -0.4604], [4.7316, -0.1137, 2.2802], [5.6852, 1.3093, 1.8357], [5.9200, -0.2233, 0.9625], [3.6874, -0.6980, -1.5479], [4.8415, 0.0454, -2.1733], [2.7443, -0.3446, -1.9708], [3.7673, -1.7753, -1.7145], [4.5348, 1.0606, -2.4594], [5.1083, -0.4730, -3.1023], [5.7175, 0.1009, -1.5233], [2.5641, 1.9399, -5.5467], [3.5238, 3.9941, -4.8588], [2.9262, 0.5719, -6.1036], [1.7439, 2.3664, -6.1603], [2.1890, 1.8109, -4.5172], [3.5637, 0.6929, -6.9864], [2.0304, 0.0112, -6.3333], [3.4884, -0.0373, -5.3867], [4.7775, 4.8483, -4.8694], [3.2772, 3.7784, -3.7992], [2.6809, 4.5681, -5.2970], [5.6275, 4.3737, -4.3727], [4.5784, 5.7657, -4.3212], [5.0650, 5.0734, -5.8965], [0.2397, 1.8195, -1.4442], [2.0906, -0.9090, 0.9365], [0.3734, 2.6896, -2.0808], [-0.7385, 3.9809, -1.2788], [1.3793, 3.0899, -2.1126], [0.0691, 2.4839, -3.1142], [0.2884, 5.3835, -0.5574], [-1.5724, 3.1209, 0.1674], [-1.9199, 4.4946, -2.6152], [1.9963, -2.9629, 1.2097], [1.2791, -3.5901, -0.4070], [1.3245, -3.1669, 2.0612], [2.9246, -3.5380, 1.4171], [2.6464, -4.6403, -1.1862], [0.7716, -2.3283, -1.7257], [-0.3310, -4.4868, -0.0491], [-1.4695, 4.2937, -3.5909], [-2.1503, 5.5715, -2.5201], [-2.8549, 3.9133, -2.5401], [0.6994, 5.0692, 0.4221], [-0.3286, 6.2923, -0.4392], [1.1173, 5.6133, -1.2396], [-0.8090, 2.7929, 0.8852], [-2.1254, 2.2500, -0.2008], [-2.2788, 3.7968, 0.6731], [1.2231, -2.6184, -2.6953], [1.0608, -1.2895, -1.4946], [-0.3237, -2.3611, -1.8415], [-0.4642, -5.3146, -0.7640], [-1.1783, -3.7872, -0.1446], [-0.3034, -4.8754, 0.9773], [2.1976, -5.5408, -1.6304], [3.3664, -4.9338, -0.4030], [3.1811, -4.0741, -1.9696], [-4.5760, -1.8720, -0.7228], [-3.5267, -1.4925, -1.5745], [-2.3501, -0.9788, -1.0368], [-2.1810, -0.8840, 0.3690], [-3.2577, -1.2468, 1.2087], [-4.4473, -1.7286, 0.6650], [-0.9215, -0.5054, 0.8875], [-0.8408, -0.7240, 2.1660], [0.0338, 0.0593, 2.9134], [-0.4279, 0.4097, 4.2210], [0.3701, 1.1953, 5.0514], [1.5669, 1.7038, 4.5483], [2.0104, 1.3628, 3.2472], [1.3136, 0.4487, 2.4723], [-5.4904, -2.2787, -1.1544], [-3.6273, -1.5956, -2.6587], [-1.5077, -0.6827, -1.6592], [-3.1191, -1.1782, 2.2866], [-5.2780, -1.9999, 1.3232], [-1.4042, 0.0275, 4.5400], [0.0571, 1.4222, 6.0706], [2.1957, 2.3532, 5.1731], [2.9190, 1.8313, 2.8730]],
  "forces_ev_per_angstrom": [[1.3, 2.1, -0.5], [0.0, 0.2, 0.2], [-0.2, -0.7, -0.3], [0.4, -0.3, 0.1], [0.2, -0.3, -0.3], [-0.2, 0.0, 0.6], [0.0, 0.2, -0.3], [-0.2, 0.0, -0.1], [-0.2, 0.3, 0.2], [-0.1, -0.1, 0.1], [0.0, 0.1, -0.8], [0.1, -0.1, -0.2], [-0.1, 0.1, 0.1], [0.3, -0.2, 0.1], [0.1, 0.1, 0.2], [0.0, -0.2, -0.2], [-0.2, -0.3, 0.0], [-0.2, 0.0, 0.4], [0.6, 0.1, 0.2], [0.3, 0.1, 0.3], [0.0, 0.2, -0.1], [-0.3, -0.1, 0.0], [-0.2, -0.1, -0.3], [0.0, 0.2, 0.0], [0.1, -0.3, -0.2], [-0.2, 0.0, -0.3], [0.2, -0.3, 0.2], [-0.2, -0.2, -0.1], [-0.1, 0.2, -0.1], [0.0, 0.1, 0.1], [0.5, -0.4, -0.1], [-1.5, -0.3, 1.6], [-0.4, 0.5, -0.1], [0.2, -0.5, 0.4], [0.5, -0.3, 0.2], [0.0, -0.1, 0.3], [-0.1, 0.1, -0.1], [-0.2, 0.3, -0.2], [-0.5, 0.5, 0.1], [-0.1, -0.6, -0.3], [0.4, -0.2, 1.3], [0.0, 0.1, -0.3], [-0.4, 0.5, -0.2], [-0.1, -0.1, -0.1], [0.0, 0.1, -0.4], [0.0, -0.3, -0.2], [-0.1, 0.2, 0.0], [-0.1, -0.5, -0.2], [0.3, 0.3, -0.1], [-0.2, 0.3, -0.5], [0.3, -0.3, 0.1], [-0.1, 0.1, 0.2], [-0.2, 0.0, -0.1], [0.0, 0.0, 0.2], [0.2, -0.2, 0.0], [-0.2, 0.3, 0.4], [-0.3, -0.2, -0.2], [0.5, 0.1, 0.0], [-0.2, 0.2, 0.3], [0.2, -0.3, 0.1], [-0.1, -0.1, -0.3], [0.3, 0.1, 0.0], [-0.3, 0.0, -0.4], [-0.2, -0.3, 0.2], [0.3, 0.1, -0.1], [-0.1, 0.1, 0.3], [0.3, 0.1, 0.9], [-0.8, -1.6, -0.6], [0.1, 0.0, -0.2], [0.2, 0.1, -0.3], [0.6, 0.5, 3.0], [-1.9, 0.6, -2.6], [1.5, 0.5, 1.4], [0.1, -0.6, -0.8], [-0.1, 0.0, -0.4], [0.5, 0.2, -0.4], [-0.6, 0.2, 1.3], [-0.1, -0.1, -1.4], [0.2, 0.1, 0.2], [0.0, 0.0, 0.4], [-0.3, 0.0, 0.0], [-0.1, 0.0, -0.3], [0.3, 0.1, -0.2], [0.4, 0.2, 0.0], [0.0, 0.0, -0.3], [-0.4, -0.2, -0.2], [0.1, -0.2, 0.2]]
}

***

What did we get for LUMO energy? Answer: 0.68; 0.22; -17.32; 3.76; -0.45 eV, in the order shown.